The following is a quantum chemistry calculation of a molecular structure, C29H50AlFIKN2O5, from the OMol25 dataset.

Element x y z (Å)
C -1.289 1.388 3.441
C -1.818 -0.031 3.174
C -0.779 -1.049 2.700
Al 0.443 -0.466 1.191
C 0.028 1.332 0.357
C -1.246 1.424 -0.451
F -1.501 2.800 -0.749
C 2.368 -0.438 1.847
C 2.533 -0.705 3.371
C 3.855 -0.066 3.895
C 4.596 -0.960 4.910
N 5.156 -0.231 6.047
C 6.329 -0.526 6.685
C 6.527 0.338 7.695
C 5.422 1.269 7.705
C 4.649 0.850 6.680
C 0.358 -1.919 -0.322
C -1.085 -2.505 -0.469
O -1.463 -3.424 0.226
I -2.528 -1.743 -1.933
O -2.945 -0.046 2.285
C -4.159 0.319 2.921
C -4.856 1.333 2.016
C -4.704 2.669 2.302
C -5.294 3.588 1.466
C -6.000 3.134 0.385
C -6.173 1.806 0.120
C -5.587 0.873 0.952
H -0.199 1.461 3.474
H -1.733 1.857 4.325
H -1.610 2.014 2.598
H -2.205 -0.400 4.142
H -1.356 -1.910 2.323
H -0.222 -1.446 3.557
H 0.853 1.540 -0.348
H 0.056 2.155 1.077
H -1.122 0.962 -1.436
H -2.138 1.069 0.074
H 2.892 0.474 1.532
H 2.895 -1.265 1.336
H 1.690 -0.283 3.926
H 2.583 -1.791 3.501
H 4.512 0.052 3.030
H 3.604 0.913 4.301
H 5.400 -1.502 4.409
H 3.899 -1.694 5.333
H 7.014 -1.331 6.453
H 7.335 0.415 8.408
H 5.252 2.090 8.380
H 3.709 1.317 6.413
H 0.749 -1.454 -1.258
H 1.076 -2.731 0.009
H -4.821 -0.547 3.067
H -4.006 0.771 3.907
H -4.123 2.936 3.178
H -5.153 4.642 1.678
H -6.436 3.873 -0.283
H -6.736 1.446 -0.733
H -5.714 -0.186 0.752
C -7.342 -1.247 -1.859
O -6.186 -1.827 -1.263
H -8.187 -1.419 -1.197
H -7.205 -0.171 -1.991
H -7.547 -1.711 -2.827
H -5.444 -1.669 -1.854
K -0.049 -4.210 -1.418
C 3.571 1.743 -6.762
O 2.220 1.427 -7.050
C 2.068 0.381 -8.002
C 1.446 -0.839 -7.353
N 2.379 -1.470 -6.424
C 1.781 -2.507 -5.593
C 0.717 -2.074 -4.586
O 1.209 -1.262 -3.537
C 1.239 0.136 -3.804
H 3.575 2.617 -6.112
H 4.070 0.921 -6.237
H 4.123 1.984 -7.674
H 3.016 0.131 -8.486
H 1.388 0.748 -8.776
H 1.169 -1.559 -8.128
H 0.530 -0.511 -6.844
H 2.767 -0.758 -5.818
H 2.598 -2.971 -5.033
H 1.363 -3.283 -6.242
H 0.343 -2.979 -4.095
H -0.152 -1.610 -5.064
H 0.437 0.443 -4.478
H 2.207 0.432 -4.213
H 1.111 0.659 -2.855

For the lowest unoccupied orbital energy, the calculation gives -1.114 eV. The HOMO energy is -7.88 eV.

Computed Mulliken charges, given in elementary charges: atom 1 (C): -1.28, atom 2 (C): 0.08, atom 3 (C): -0.90, atom 4 (Al): -1.36, atom 5 (C): -0.72, atom 6 (C): 0.20, atom 7 (F): -0.40, atom 8 (C): -1.03, atom 9 (C): -0.46, atom 10 (C): -0.57, atom 11 (C): -0.59, atom 12 (N): 0.30, atom 13 (C): -0.55, atom 14 (C): -0.42, atom 15 (C): -0.71, atom 16 (C): -0.12, atom 17 (C): -0.17, atom 18 (C): -0.11, atom 19 (O): -0.60, atom 20 (I): 0.08, atom 21 (O): -0.12, atom 22 (C): -1.25, atom 23 (C): 0.67, atom 24 (C): -0.31, atom 25 (C): -0.76, atom 26 (C): -0.58, atom 27 (C): -0.25, atom 28 (C): -0.15, atom 29 (H): 0.21, atom 30 (H): 0.41, atom 31 (H): 0.21, atom 32 (H): 0.69, atom 33 (H): 0.51, atom 34 (H): 0.50, atom 35 (H): 0.67, atom 36 (H): 0.57, atom 37 (H): -0.09, atom 38 (H): 0.00, atom 39 (H): 0.53, atom 40 (H): 0.46, atom 41 (H): 0.17, atom 42 (H): 0.36, atom 43 (H): 0.32, atom 44 (H): 0.35, atom 45 (H): 0.25, atom 46 (H): 0.28, atom 47 (H): 0.31, atom 48 (H): 0.39, atom 49 (H): 0.41, atom 50 (H): 0.31, atom 51 (H): -0.01, atom 52 (H): 0.78, atom 53 (H): 0.33, atom 54 (H): 0.52, atom 55 (H): 0.35, atom 56 (H): 0.38, atom 57 (H): 0.36, atom 58 (H): 0.11, atom 59 (H): 0.49, atom 60 (C): -0.63, atom 61 (O): -0.42, atom 62 (H): 0.24, atom 63 (H): 0.27, atom 64 (H): 0.33, atom 65 (H): 0.11, atom 66 (K): 1.00, atom 67 (C): -0.74, atom 68 (O): -0.34, atom 69 (C): -0.82, atom 70 (C): -0.17, atom 71 (N): -0.30, atom 72 (C): -1.02, atom 73 (C): -0.12, atom 74 (O): -0.22, atom 75 (C): -0.40, atom 76 (H): 0.25, atom 77 (H): 0.31, atom 78 (H): 0.35, atom 79 (H): 0.41, atom 80 (H): 0.39, atom 81 (H): 0.39, atom 82 (H): 0.17, atom 83 (H): 0.08, atom 84 (H): 0.41, atom 85 (H): 0.43, atom 86 (H): 0.06, atom 87 (H): 0.35, atom 88 (H): 0.33, atom 89 (H): 0.14, atom 90 (H): 0.08


The following is a quantum chemistry calculation of a molecular structure, C29H50BN9O2RuS, from the OMol25 dataset.

Element x y z (Å)
Ru -0.392 1.327 -0.186
C 1.571 -3.145 2.588
C 0.670 -1.973 2.436
C -0.110 -1.447 3.454
C -0.760 -0.331 2.920
N -0.394 -0.209 1.638
N 0.478 -1.204 1.342
B 1.346 -1.222 0.076
N 2.201 0.055 0.075
N 1.703 1.303 -0.094
C 2.737 2.167 -0.109
C 3.910 1.433 0.061
C 3.542 0.104 0.177
C 4.428 -1.063 0.364
C 2.757 3.659 -0.282
C 1.380 4.287 -0.467
C 3.629 3.998 -1.503
C 3.412 4.251 0.980
N 0.534 -1.202 -1.230
N -0.205 -0.127 -1.573
C -0.622 -0.298 -2.849
C -0.140 -1.514 -3.309
C 0.590 -2.064 -2.259
C 1.338 -3.342 -2.289
C -1.530 0.651 -3.578
C -1.149 2.101 -3.251
C -1.409 0.474 -5.098
C -2.977 0.308 -3.162
C -1.697 0.574 3.684
C -3.029 0.721 2.919
C -1.987 -0.008 5.076
C -1.028 1.941 3.890
H 2.465 -2.836 3.132
H 1.074 -3.894 3.204
H 1.899 -3.591 1.654
H -0.184 -1.840 4.446
H 2.045 -2.163 0.075
H 4.908 1.812 0.101
H 5.463 -0.733 0.373
H 4.218 -1.570 1.303
H 4.301 -1.786 -0.439
H 0.778 3.724 -1.192
H 0.861 4.347 0.487
H 1.487 5.306 -0.836
H 3.136 3.703 -2.427
H 3.796 5.070 -1.528
H 4.596 3.507 -1.458
H 2.862 3.960 1.872
H 4.441 3.920 1.081
H 3.410 5.335 0.918
H -0.288 -1.952 -4.274
H 0.888 -4.008 -3.020
H 2.363 -3.155 -2.612
H 1.364 -3.831 -1.322
H -0.192 2.347 -3.709
H -1.892 2.787 -3.649
H -1.051 2.265 -2.161
H -0.392 0.654 -5.439
H -1.713 -0.523 -5.405
H -2.063 1.188 -5.590
H -3.631 1.167 -3.297
H -3.362 -0.495 -3.790
H -3.018 -0.058 -2.135
H -3.165 -0.101 2.215
H -3.867 0.696 3.612
H -3.064 1.680 2.407
H -2.457 -0.986 5.001
H -1.078 -0.085 5.668
H -2.665 0.662 5.601
H -0.627 2.331 2.954
H -1.747 2.653 4.289
H -0.199 1.867 4.590
N -2.638 1.784 -0.260
C -2.783 3.211 0.039
C -1.590 3.701 0.933
O -1.617 4.787 1.439
O -0.642 2.835 1.007
H -3.118 1.583 -1.138
H -3.096 1.230 0.471
H -3.713 3.460 0.562
H -2.736 3.801 -0.882
S -2.352 -2.513 -0.407
C -1.820 -4.103 -0.356
N -2.401 -5.152 -0.928
C -1.648 -6.377 -0.708
C -0.521 -5.920 0.241
N -0.694 -4.477 0.256
H -3.268 -5.135 -1.437
H -1.259 -6.753 -1.660
H -2.277 -7.150 -0.262
H 0.468 -6.190 -0.133
H -0.631 -6.336 1.247
H -0.161 -3.858 0.842

As for the expectation value of S²: 6.028. For the lowest unoccupied orbital energy (alpha / beta), the calculation gives -7.110 / -9.426 eV. As for the charge: +2. The HOMO energy (alpha / beta) is -13.10 / -13.07 eV. Its multiplicity is 5.

Computed Mulliken charges, given in elementary charges: atom 1 (Ru): 0.16, atom 2 (C): -1.93, atom 3 (C): 0.38, atom 4 (C): -1.16, atom 5 (C): -0.85, atom 6 (N): 0.53, atom 7 (N): 1.29, atom 8 (B): 0.28, atom 9 (N): -0.24, atom 10 (N): 1.02, atom 11 (C): -0.86, atom 12 (C): -1.32, atom 13 (C): 0.54, atom 14 (C): -1.50, atom 15 (C): 2.15, atom 16 (C): -1.44, atom 17 (C): -1.64, atom 18 (C): -1.73, atom 19 (N): 0.64, atom 20 (N): 0.91, atom 21 (C): -0.78, atom 22 (C): -0.92, atom 23 (C): 0.56, atom 24 (C): -1.67, atom 25 (C): 2.00, atom 26 (C): -0.19, atom 27 (C): -2.12, atom 28 (C): -1.58, atom 29 (C): 2.79, atom 30 (C): -1.27, atom 31 (C): -2.34, atom 32 (C): -1.46, atom 33 (H): 0.38, atom 34 (H): 0.49, atom 35 (H): 0.31, atom 36 (H): 0.72, atom 37 (H): -0.20, atom 38 (H): 0.68, atom 39 (H): 0.42, atom 40 (H): 0.24, atom 41 (H): 0.27, atom 42 (H): -0.14, atom 43 (H): 0.21, atom 44 (H): 0.56, atom 45 (H): 0.36, atom 46 (H): 0.47, atom 47 (H): 0.39, atom 48 (H): 0.36, atom 49 (H): 0.43, atom 50 (H): 0.47, atom 51 (H): 0.55, atom 52 (H): 0.47, atom 53 (H): 0.32, atom 54 (H): 0.19, atom 55 (H): 0.42, atom 56 (H): 0.46, atom 57 (H): -0.60, atom 58 (H): 0.43, atom 59 (H): 0.43, atom 60 (H): 0.45, atom 61 (H): 0.35, atom 62 (H): 0.46, atom 63 (H): 0.21, atom 64 (H): 0.12, atom 65 (H): 0.51, atom 66 (H): 0.12, atom 67 (H): 0.49, atom 68 (H): 0.42, atom 69 (H): 0.51, atom 70 (H): -0.09, atom 71 (H): 0.41, atom 72 (H): 0.43, atom 73 (N): -0.15, atom 74 (C): -0.73, atom 75 (C): 0.42, atom 76 (O): -0.55, atom 77 (O): 0.15, atom 78 (H): 0.08, atom 79 (H): 0.21, atom 80 (H): 0.48, atom 81 (H): 0.43, atom 82 (S): -0.39, atom 83 (C): 0.18, atom 84 (N): -0.14, atom 85 (C): -0.54, atom 86 (C): -0.62, atom 87 (N): 0.07, atom 88 (H): 0.21, atom 89 (H): 0.30, atom 90 (H): 0.33, atom 91 (H): 0.33, atom 92 (H): 0.35, atom 93 (H): -0.12